[1]
The following is a quantum chemistry calculation of a molecular structure, C18H14BrMoN2O8S2, from the OMol25 dataset.

CARTESIAN COORDINATES (ANGSTROEM)
Mo1 -0.7033 -0.0063 -0.3509
Br1 -0.4214 -3.5616 1.3498
C1 0.1100 -1.9885 2.2071
C2 0.4646 -2.0956 3.5567
C3 1.0371 -1.0292 4.2137
C4 1.3034 0.1370 3.4890
C5 0.8962 0.1735 2.1820
N1 0.2524 -0.8373 1.5369
C6 1.1832 1.3467 1.3407
O1 1.6408 2.3934 1.5261
O2 0.7626 0.9789 -0.0563
H1 0.3046 -3.0421 4.0554
H2 1.3115 -1.1058 5.2581
H3 1.8072 0.9909 3.9240
O3 -2.0602 -1.2983 0.4455
S1 -3.0777 -1.3462 -0.7018
O4 -3.6049 -2.6064 -1.0200
O5 -2.1108 -0.7404 -1.7226
C7 -4.3118 -0.1516 -0.3765
C8 -5.6089 -0.6219 -0.4457
C9 -6.6829 0.2577 -0.2545
C10 -6.4516 1.5901 -0.0070
C11 -5.1407 2.0788 0.0716
C12 -4.0697 1.2238 -0.1105
S2 -2.5003 1.9786 0.0752
O6 -1.6972 1.0899 1.0431
O7 -2.5969 3.3320 0.4168
O8 -1.6409 1.6344 -1.1513
H4 -5.7917 -1.6676 -0.6554
H5 -7.6924 -0.1270 -0.3111
H6 -7.2775 2.2745 0.1346
H7 -4.9637 3.1256 0.2805
N2 0.2001 0.0040 -2.2940
C13 0.5689 -1.3289 -2.0304
C14 1.7165 -1.5786 -1.2077
C15 2.1468 -2.8667 -1.0035
C16 1.4945 -3.9104 -1.6608
C17 0.3794 -3.6776 -2.5013
C18 -0.0897 -2.4081 -2.6888
H8 -0.4615 0.1476 -3.0596
H9 0.9607 0.6864 -2.3191
H10 2.2749 -0.7409 -0.8112
H11 3.0165 -3.0609 -0.3909
H12 1.8600 -4.9247 -1.5501
H13 -0.0803 -4.5082 -3.0203
H14 -0.9171 -2.2121 -3.3581

The HOMO energy comes out at -19.1 eV. The value obtained for the LUMO energy is -0.4756 Ha. The largest force on an atom comes out at 0.5 eV/Å. For the total energy, the calculation gives -4843.282196 Ha. The energy above the lowest of the compared OMol25 structures with the same formula, charge and spin is 0.0 kJ/mol. The total charge is +3.

Results of the Mulliken charge analysis, in e, for atoms 1 through 2: -0.248 0.051

[2]
The following is a quantum chemistry calculation of a molecular structure, C18H14F6IrN3O9S5, from the OMol25 dataset.

CARTESIAN COORDINATES (ANGSTROEM)
Ir1 0.5736 -0.4988 -0.3229
F1 -2.4006 2.7842 -1.6219
C1 -2.4808 1.4708 -1.8397
F2 -2.7772 0.8933 -0.6771
F3 -3.4499 1.2485 -2.7076
S1 -0.8102 0.8891 -2.4692
O1 0.1568 1.4987 -1.5821
O2 -0.7194 1.2628 -3.8356
N1 -0.7262 -0.6889 -2.2767
S2 -1.7995 -1.6020 -1.5526
O3 -3.1341 -1.4316 -1.9882
O4 -1.5239 -1.6628 -0.1377
C2 -1.1720 -3.2342 -2.2517
F4 -1.5478 -3.3683 -3.5147
F5 0.1721 -3.2334 -2.2290
F6 -1.5827 -4.2880 -1.5638
N2 3.9570 -2.7460 -5.9408
C3 4.0436 -3.1347 -4.6700
S3 4.7289 -4.6111 -4.3136
C4 3.5147 -2.2849 -3.6032
C5 3.6973 -2.6471 -2.2619
C6 3.1379 -1.8804 -1.2674
N3 2.3904 -0.7952 -1.5145
C7 2.2787 -0.3942 -2.7840
C8 2.8153 -1.0967 -3.8443
H1 4.3132 -3.3449 -6.6690
H2 3.5482 -1.8689 -6.2159
H3 4.2786 -3.5211 -2.0148
H4 3.3010 -2.1329 -0.2301
H5 1.7496 0.5306 -2.9567
H6 2.6750 -0.6917 -4.8337
C9 1.7135 -1.8788 4.5925
O5 1.3729 -2.6033 3.4133
C10 1.4071 -2.0461 2.2434
S4 0.9182 -2.9114 0.8811
S5 2.0318 -0.4657 1.9308
H7 0.8612 -1.9493 5.2704
H8 1.9346 -0.8355 4.3647
H9 2.5806 -2.3614 5.0435
O6 0.4710 0.7051 2.9325
C11 -0.4360 1.1534 2.1905
O7 -0.6156 0.8873 0.9948
C12 -1.3705 2.1236 2.8640
C13 -1.5407 2.0473 4.2500
C14 -2.3745 2.9261 4.9234
C15 -3.0149 3.8839 4.1635
O8 -3.8655 4.8507 4.5527
C16 -4.2296 5.5626 3.3916
O9 -3.5553 4.9982 2.2891
C17 -2.8272 3.9679 2.7650
C18 -2.0102 3.0892 2.0891
H10 -1.0080 1.2845 4.7958
H11 -2.5169 2.8765 5.9888
H12 -3.9538 6.6237 3.5000
H13 -5.3186 5.4972 3.2350
H14 -1.8615 3.1540 1.0252

As for the spin multiplicity: 2. The HOMO energy (alpha / beta) comes out at -10.5 / -10.4 eV. The value obtained for the LUMO energy (alpha / beta) is -0.1948 / -0.2072 Ha. The largest force on an atom comes out at 4.8 eV/Å. For the total energy, the calculation gives -4229.812114 Ha. The energy above the lowest of the compared OMol25 structures with the same formula, charge and spin is 360.0 kJ/mol. The total charge is +1.

Results of the Mulliken charge analysis, in e, for atoms 1 through 2: 1.703 -0.198

[3]
The following is a quantum chemistry calculation of C18H14F6N2O5 in the gas phase, from the OMol25 dataset.

CARTESIAN COORDINATES (ANGSTROEM)
C1 0.4625 4.1078 -1.4071
C2 1.4284 2.9896 -1.7636
H1 1.1348 2.5076 -2.7054
H2 2.4489 3.3792 -1.8669
O1 1.3743 2.0407 -0.7092
C3 2.1993 0.9691 -0.7154
C4 3.1658 0.6957 -1.6716
C5 3.9656 -0.4307 -1.5577
C6 3.7983 -1.2894 -0.4857
C7 2.8280 -1.0425 0.4819
C8 2.0265 0.0772 0.3688
N1 1.0095 0.3979 1.2698
C9 0.6337 -0.2590 2.3881
O2 1.1486 -1.2461 2.8584
C10 -0.5988 0.4056 3.0324
O3 -1.5342 0.8158 2.0547
C11 -2.1957 -0.1052 1.3423
C12 -2.1496 -1.4838 1.5738
C13 -2.9322 -2.3502 0.8391
C14 -3.7881 -1.8673 -0.1464
C15 -3.8370 -0.5104 -0.4123
C16 -3.0320 0.3593 0.3074
N2 -3.0453 1.7521 -0.0712
O4 -2.0386 2.3991 0.1155
O5 -4.0514 2.1729 -0.5935
H3 -4.4769 -0.1105 -1.1856
C17 -4.6744 -2.8094 -0.9143
F1 -4.1773 -4.0514 -0.9730
F2 -5.8937 -2.9151 -0.3549
F3 -4.8719 -2.4097 -2.1778
H4 -2.8772 -3.4109 1.0290
H5 -1.4916 -1.8886 2.3247
H6 -1.0396 -0.2706 3.7715
H7 -0.2915 1.3269 3.5348
H8 0.4881 1.2294 1.0046
H9 2.6984 -1.7156 1.3137
C18 4.6536 -2.5123 -0.3295
F4 5.4077 -2.4696 0.7844
F5 3.9219 -3.6380 -0.2383
F6 5.5030 -2.6979 -1.3504
H10 4.7159 -0.6333 -2.3052
H11 3.3062 1.3545 -2.5126
H12 0.8264 4.6560 -0.5427
H13 -0.5095 3.6899 -1.1599
H14 0.3612 4.7908 -2.2447

The HOMO energy comes out at -8.8 eV. The value obtained for the LUMO energy is -0.0299 Ha. The largest force on an atom comes out at 1.0 eV/Å. For the total energy, the calculation gives -1779.197763 Ha. As for the SMILES: CCOc1ccc(C(F)(F)F)cc1NC(=O)COc1ccc(C(F)(F)F)cc1[N+](=O)[O-]. The energy above the lowest of the compared OMol25 structures with the same formula, charge and spin is 2.5 kJ/mol. The total charge is 0.

Results of the Mulliken charge analysis, in e, for atoms 1 through 2: -1.188 -0.466

[4]
The following is a quantum chemistry calculation of C18H14FN3O in the gas phase, from the OMol25 dataset.

CARTESIAN COORDINATES (ANGSTROEM)
F1 6.2753 0.2737 -0.5342
C1 -2.3525 -0.0904 -0.5475
C2 -3.5447 -0.1602 -0.3234
N1 2.3104 0.2493 0.6441
N2 -5.5758 0.7689 0.4203
N3 4.2819 0.0191 2.5234
O1 3.6642 0.3657 0.2527
C3 -0.0014 0.0485 0.0092
C4 -0.9891 0.0406 -0.9749
C5 1.4117 0.2156 -0.3281
C6 -6.8854 0.7017 0.7020
C7 5.2469 -0.1016 3.4476
C8 -4.9542 -0.2494 -0.1445
C9 4.6053 0.1210 1.2139
C10 -7.6267 -0.4864 0.3346
C11 6.6029 -0.2346 3.0595
C12 -5.6017 -1.4453 -0.4301
C13 -6.9972 -1.5545 -0.2622
C14 6.9570 -0.1320 1.7023
C15 5.9353 0.0690 0.7589
C16 -0.6478 0.2760 -2.4025
C17 1.8044 0.4639 -1.8027
C18 0.6323 1.1057 -2.5643
H1 -0.2375 -0.0018 1.0659
H2 -7.3823 1.5475 1.1790
H3 4.9339 -0.1639 4.4623
H4 -8.7203 -0.5276 0.4043
H5 7.3333 -0.3849 3.8230
H6 -5.0227 -2.3019 -0.7588
H7 -7.5116 -2.4804 -0.5149
H8 7.9932 -0.1641 1.4687
H9 -1.4610 0.8122 -2.9313
H10 -0.4701 -0.6542 -2.9570
H11 2.5796 1.2067 -1.8845
H12 2.0990 -0.4454 -2.3200
H13 0.4602 2.1078 -2.1714
H14 0.8552 1.1860 -3.6193

The HOMO energy comes out at -8.2 eV. The value obtained for the LUMO energy is -0.0028 Ha. The largest force on an atom comes out at 3.3 eV/Å. For the total energy, the calculation gives -1033.538084 Ha. As for the SMILES: Fc1cccnc1O/N=C1/C=C(C#Cc2ccccn2)CCC1. The energy above the lowest of the compared OMol25 structures with the same formula, charge and spin is 262.7 kJ/mol. The total charge is 0.

Results of the Mulliken charge analysis, in e, for atoms 1 through 2: -0.284 -0.381

[5]
The following is a quantum chemistry calculation of C18H14N2O3 in the gas phase, from the OMol25 dataset.

CARTESIAN COORDINATES (ANGSTROEM)
O1 0.5171 2.2940 1.8324
C1 0.1927 1.4241 1.0515
N1 0.7516 0.1765 0.9973
C2 1.7961 -0.3561 1.7518
C3 2.5248 0.4136 2.6315
C4 3.5786 -0.1376 3.3682
C5 3.9185 -1.4543 3.2347
C6 3.1987 -2.2779 2.3469
N2 3.5713 -3.5693 2.2514
C7 2.9237 -4.3583 1.4443
C8 1.8397 -3.9392 0.6565
C9 1.4407 -2.6312 0.7328
C10 2.1164 -1.7371 1.5896
H1 0.6005 -2.3088 0.1307
H2 1.3358 -4.6394 0.0083
H3 3.2656 -5.3849 1.4062
H4 4.7281 -1.8987 3.7903
H5 4.1241 0.5004 4.0472
H6 2.2743 1.4537 2.7535
H7 0.3221 -0.4631 0.3464
C11 -0.9052 1.6243 0.0606
C12 -0.9341 0.9959 -1.1787
C13 -1.9699 1.2422 -2.0684
C14 -2.9829 2.1460 -1.7273
C15 -2.9560 2.7637 -0.4817
C16 -1.9281 2.5086 0.3994
H8 -1.8922 2.9953 1.3611
H9 -3.7501 3.4503 -0.2365
O2 -3.9975 2.4564 -2.5891
C17 -3.7497 2.0557 -3.9192
C18 -3.1969 0.6322 -3.9466
H10 -3.0042 0.2999 -4.9675
O3 -1.9617 0.5757 -3.2671
H11 -3.9179 -0.0445 -3.4675
H12 -4.7026 2.1220 -4.4457
H13 -3.0225 2.7353 -4.3838
H14 -0.1489 0.3345 -1.5136

The HOMO energy comes out at -8.1 eV. The value obtained for the LUMO energy is 0.0055 Ha. The largest force on an atom comes out at 0.7 eV/Å. For the total energy, the calculation gives -1029.577410 Ha. As for the SMILES: O=C(Nc1cccc2ncccc12)c1ccc2c(c1)OCCO2. The energy above the lowest of the compared OMol25 structures with the same formula, charge and spin is 86.7 kJ/mol. The total charge is 0.

Results of the Mulliken charge analysis, in e, for atoms 1 through 2: -0.661 0.620